No. 1
Computed, not measured: a molecular structure, C33H42CoN6O4S2Si, with ωB97M-V/def2-TZVPD.

spin multiplicity = 2
lowest unoccupied orbital energy (spin up / spin down) = 4.20 / 4.20 eV
net charge = -2
DFT total energy = -119212.4390 eV
gap between HOMO and LUMO (spin up / spin down) = 4.8 / 5.0 eV

The geometry in XYZ format:
```
89
Properties=species:S:1:pos:R:3:forces:R:3:lowdin_charge:R:1
Co -0.7108 -1.2042 0.4871 -0.14 -0.02 -0.03 0.36
C 0.7637 -1.0149 4.4289 0.02 -0.02 -0.03 -0.07
C -0.0991 -1.0001 3.2106 0.13 0.01 -0.01 -0.34
N 0.4388 -1.3201 1.9468 0.18 -0.02 0.06 -0.17
N 1.7633 -1.5644 1.8680 -0.01 0.12 0.06 0.01
C 2.2612 -1.7196 0.7039 -0.04 -0.01 -0.01 -0.68
N 3.6074 -2.1046 0.5083 -0.03 -0.05 -0.03 0.04
S 1.1919 -1.6412 -0.7267 0.05 0.04 0.05 1.02
C -1.4164 -0.6968 3.1466 -0.18 0.00 -0.08 -0.25
C -2.3011 -0.3500 4.2415 0.00 -0.01 -0.03 -0.06
C -3.6197 -0.1514 4.0275 -0.03 0.00 -0.02 -0.14
C -4.1709 -0.2790 2.7078 -0.03 0.01 0.06 -0.14
C -3.3027 -0.5703 1.6924 0.09 -0.02 -0.01 -0.20
N -1.9811 -0.7458 1.8398 -0.07 -0.03 0.11 -0.01
H 1.3507 -1.9362 4.4762 0.00 -0.01 0.02 0.06
H 0.1562 -0.9505 5.3314 -0.01 0.01 0.00 0.05
H 1.4845 -0.1873 4.4496 0.00 -0.03 -0.02 0.07
H 4.0849 -2.0686 1.4013 0.01 -0.02 0.00 0.08
H 4.0859 -1.4873 -0.1387 0.00 0.02 -0.01 0.05
H -1.8877 -0.2603 5.2381 0.00 0.01 0.01 0.08
H -4.2654 0.1026 4.8622 0.00 0.00 0.00 0.08
H -5.2219 -0.1267 2.5062 0.00 -0.01 0.01 0.06
H -3.6573 -0.6797 0.6719 0.00 0.01 0.00 0.09
C -4.3646 -3.6893 -0.7248 -0.02 -0.01 0.00 -0.17
Si -2.4914 -3.4819 -0.6266 0.04 0.01 -0.06 0.37
C -1.6978 -4.6843 -1.8523 0.00 0.00 0.00 -0.18
C -1.9677 -4.0571 1.0753 0.00 0.02 0.02 -0.17
N -2.0121 -1.8530 -0.8785 -0.03 0.05 -0.09 -0.13
C -2.3270 -1.1048 -1.9635 0.03 0.01 0.03 -0.30
C -2.9518 -1.5745 -3.1445 -0.01 -0.02 0.03 -0.05
C -3.2227 -0.7506 -4.2245 0.01 0.03 -0.02 -0.13
C -2.8859 0.5965 -4.2044 -0.01 -0.04 0.00 -0.13
C -2.2743 1.1024 -3.0612 -0.02 0.02 -0.01 -0.04
C -2.0257 0.2808 -1.9838 0.02 -0.02 0.03 -0.22
O -1.3722 0.7739 -0.8542 0.04 -0.03 0.02 -0.06
C -1.7656 2.0016 -0.3669 0.04 0.03 -0.05 -0.26
C -0.7768 2.9323 -0.0921 -0.04 0.04 0.02 -0.01
C -1.1335 4.1635 0.4419 0.02 0.00 -0.02 -0.09
C -2.4653 4.4650 0.6879 -0.01 -0.02 0.00 -0.11
C -3.4450 3.5238 0.3959 0.00 0.02 0.00 -0.08
C -3.1024 2.2917 -0.1359 0.00 -0.04 0.03 -0.01
H -4.6477 -4.7371 -0.5878 0.00 0.00 0.00 0.02
H -4.7794 -3.3460 -1.6746 0.00 0.00 0.01 0.01
H -4.8301 -3.1065 0.0747 -0.01 0.00 0.00 0.02
H -1.9740 -5.7160 -1.6135 0.00 0.00 0.00 0.02
H -0.6095 -4.6035 -1.7830 0.00 0.01 0.00 0.02
H -1.9766 -4.4920 -2.8902 0.00 0.01 0.00 0.01
H -2.2880 -5.0935 1.2261 0.00 -0.01 -0.01 0.03
H -2.4097 -3.4370 1.8578 0.00 0.00 0.00 0.03
H -0.8834 -4.0125 1.2038 0.00 0.00 0.00 0.02
H -3.2188 -2.6217 -3.2043 0.01 0.00 -0.01 0.07
H -3.6996 -1.1750 -5.1013 0.00 0.00 0.00 0.09
H -3.0841 1.2398 -5.0514 -0.01 0.00 0.00 0.08
H -1.9973 2.1484 -2.9969 0.01 0.00 0.01 0.12
H 0.2582 2.6790 -0.2738 0.02 -0.02 0.00 0.10
H -0.3600 4.8902 0.6589 0.00 0.00 0.00 0.09
H -2.7387 5.4245 1.1083 0.00 0.00 0.00 0.09
H -4.4866 3.7423 0.5967 0.00 0.00 0.00 0.10
H -3.8561 1.5487 -0.3583 0.00 0.00 0.00 0.12
C 3.6152 -0.9164 -2.8664 0.03 0.06 -0.01 -0.09
C 2.2865 -0.1693 -2.8687 0.05 0.00 -0.01 -0.48
C 1.2866 -0.8023 -3.8329 -0.03 0.01 0.00 -0.08
C 1.6903 -0.0296 -1.4721 -0.14 -0.05 0.02 -0.35
H 4.0471 -0.9384 -3.8692 -0.02 -0.02 -0.01 0.07
H 3.4813 -1.9487 -2.5333 0.00 0.01 0.03 0.07
H 4.3389 -0.4202 -2.2144 0.00 -0.03 0.01 0.08
H 2.4821 0.8580 -3.1987 -0.01 0.00 0.00 0.14
H 1.0583 -1.8278 -3.5313 0.01 -0.01 -0.01 0.06
H 1.6919 -0.8333 -4.8467 0.00 0.00 0.00 0.07
H 0.3436 -0.2501 -3.8541 0.01 0.01 0.00 0.07
H 0.7752 0.5560 -1.5156 0.00 0.03 0.01 0.06
H 2.3648 0.4611 -0.7691 0.06 -0.03 -0.01 0.08
N 1.4665 1.7076 1.8300 -0.04 0.02 0.03 0.13
C 2.7233 2.2207 1.5515 0.01 0.01 -0.06 -0.33
C 3.8398 1.3807 1.4485 -0.02 0.00 0.00 -0.05
C 5.0705 1.8897 1.0705 0.02 0.00 0.00 -0.07
C 5.2352 3.2415 0.7893 -0.01 -0.01 0.01 -0.29
C 4.1393 4.0794 0.9086 0.00 0.00 0.00 -0.07
C 2.8974 3.5800 1.2831 -0.01 0.00 0.00 -0.05
S 6.8396 3.8603 0.2840 0.01 0.00 -0.01 0.39
O 7.1353 3.1405 -0.9507 0.00 0.00 0.00 -0.39
O 6.6434 5.2949 0.1049 0.00 0.01 0.00 -0.39
O 7.7333 3.5138 1.3842 0.00 0.00 0.01 -0.39
H 0.7810 2.3371 2.2104 -0.01 0.00 0.00 0.09
H 1.3722 0.7582 2.1569 0.08 0.01 -0.02 0.05
H 3.7202 0.3291 1.6811 0.00 0.02 0.01 0.08
H 5.9303 1.2341 0.9963 0.00 0.00 0.00 0.11
H 4.2738 5.1325 0.6975 0.00 0.00 0.00 0.10
H 2.0460 4.2491 1.3666 0.00 0.00 0.00 0.09
```
Forces are in eV/Å.

No. 2
Computed, not measured: a molecular structure, C33H42GeN2PPdSSe, with ωB97M-V/def2-TZVPD.

lowest unoccupied orbital energy (spin up / spin down) = -3.08 / -3.08 eV
net charge = +1
DFT total energy = -183345.1480 eV
relative energy (zero: lowest compared OMol25 entry of this formula, charge and spin) = 15.2 kcal/mol
gap between HOMO and LUMO (spin up / spin down) = 7.3 / 7.3 eV

The geometry in XYZ format:
```
82
Properties=species:S:1:pos:R:3:forces:R:3:lowdin_charge:R:1
Pd -0.5630 0.9625 -0.8355 0.27 -0.72 -0.87 0.29
C 3.1727 1.9062 -3.0691 -0.05 -0.03 -0.03 -0.07
C 4.1796 1.1339 -2.2616 0.02 -0.06 -0.01 -0.27
C 5.5324 1.2833 -2.5579 0.03 0.00 0.00 -0.04
C 6.5098 0.6207 -1.8365 -0.01 0.01 -0.01 -0.06
C 6.1469 -0.2160 -0.7919 -0.02 -0.01 0.02 -0.07
C 4.8084 -0.3821 -0.4836 -0.03 0.02 0.08 -0.10
C 3.8168 0.2844 -1.2063 -0.06 0.07 -0.31 -0.31
P 2.0529 0.1928 -0.7172 -0.73 0.17 0.64 1.12
C 1.9288 -1.4112 0.1660 0.22 -0.12 -0.15 -0.34
C 2.5410 -2.4732 -0.5152 -0.01 0.01 0.01 -0.13
C 2.5027 -3.7717 -0.0406 -0.02 0.00 0.02 -0.08
C 1.8330 -4.0379 1.1444 0.00 0.01 -0.04 -0.07
C 1.1855 -3.0066 1.7995 -0.02 0.02 0.01 -0.05
C 1.1964 -1.6907 1.3298 -0.04 -0.01 0.02 -0.26
C 0.3821 -0.6873 2.1055 -0.03 0.08 0.07 -0.04
C 1.9934 1.4915 0.5688 0.23 0.01 0.18 -0.33
C 2.7763 1.4073 1.7231 0.01 0.01 -0.11 -0.09
C 2.5978 2.2892 2.7696 -0.04 0.08 0.02 -0.07
C 1.6246 3.2844 2.6687 0.08 -0.02 0.04 -0.06
C 0.8871 3.4172 1.5113 0.08 0.09 -0.13 -0.05
C 1.0844 2.5544 0.4191 0.13 0.14 0.31 -0.32
C 0.3236 2.7562 -0.8231 0.10 -0.28 0.21 -0.24
H 3.5951 2.1965 -4.0297 0.01 0.01 0.01 0.08
H 2.8790 2.8231 -2.5515 0.01 0.00 0.01 0.08
H 2.2715 1.3215 -3.2616 0.00 0.02 0.01 0.06
H 5.8188 1.9320 -3.3767 0.00 0.00 0.00 0.12
H 7.5528 0.7542 -2.0916 0.00 0.00 0.00 0.11
H 6.9006 -0.7409 -0.2204 0.00 0.00 0.00 0.11
H 4.5347 -1.0394 0.3312 0.00 -0.02 -0.02 0.10
H 3.0709 -2.2755 -1.4396 0.01 0.01 0.01 0.11
H 2.9966 -4.5629 -0.5891 0.00 0.00 0.00 0.11
H 1.7987 -5.0417 1.5467 0.00 0.00 0.00 0.11
H 0.6344 -3.2211 2.7078 0.00 0.00 0.00 0.12
H -0.2762 -1.2108 2.7983 -0.01 0.00 0.00 0.08
H -0.2467 -0.0621 1.4621 0.02 -0.05 -0.09 0.04
H 1.0024 -0.0041 2.6851 -0.02 -0.05 0.01 0.07
H 3.5075 0.6111 1.8053 -0.01 0.01 0.03 0.11
H 3.1965 2.2033 3.6665 0.00 -0.01 0.00 0.11
H 1.4715 3.9752 3.4884 0.00 -0.01 0.00 0.11
H 0.1861 4.2377 1.4058 -0.04 -0.02 0.03 0.11
H 0.8985 2.6894 -1.7413 0.05 0.24 -0.05 0.03
H -0.3176 3.6313 -0.8093 -0.04 0.00 -0.02 0.05
N -3.9088 3.9515 -0.9206 0.01 0.04 -0.01 0.13
C -3.1084 2.9569 -0.5411 -0.04 -0.13 -0.10 -0.77
S -2.4055 1.9675 -1.7576 -0.32 0.37 0.07 0.69
N -2.9030 2.7086 0.7540 0.10 -0.03 0.04 0.08
C -3.4879 3.3172 1.9015 0.05 0.04 0.00 -0.22
C -2.6992 3.4115 3.0434 0.00 0.06 -0.03 -0.02
C -3.2250 3.9597 4.2003 0.00 0.00 0.01 -0.06
C -4.5342 4.4220 4.2248 0.01 -0.01 0.00 -0.07
C -5.3226 4.3013 3.0927 -0.01 0.01 -0.01 -0.06
C -4.8120 3.7378 1.9302 -0.05 -0.06 0.05 -0.04
H -3.9666 4.1635 -1.9021 -0.01 0.00 0.01 0.11
H -4.2835 4.6109 -0.2575 -0.01 -0.02 0.00 0.11
H -2.1785 2.0205 0.9216 -0.07 -0.04 -0.01 0.11
H -1.6775 3.0527 3.0213 0.04 0.01 -0.02 0.10
H -2.6080 4.0274 5.0863 0.00 0.01 0.00 0.11
H -4.9409 4.8577 5.1268 0.00 0.00 0.00 0.11
H -6.3540 4.6268 3.1114 0.00 0.00 0.00 0.11
H -5.4710 3.5775 1.0876 0.02 0.00 -0.02 0.11
C -0.7876 -4.1637 -3.7977 0.01 0.04 0.00 -0.21
Ge -1.6547 -4.4823 -2.0801 0.00 -0.02 -0.04 0.74
C -3.5981 -4.4489 -2.2552 -0.02 0.01 0.02 -0.22
C -1.0306 -6.1378 -1.2570 0.00 -0.01 0.01 -0.21
C -1.0934 -3.0144 -0.8850 0.02 0.09 0.10 -0.57
Se -1.8442 -1.2861 -1.3808 0.13 0.11 0.05 0.85
C -3.3486 -1.2948 -0.1554 0.02 0.01 0.00 -0.37
H -1.1347 -4.8686 -4.5527 -0.01 -0.02 0.01 0.02
H 0.2940 -4.2694 -3.7033 0.00 0.00 0.00 0.02
H -1.0052 -3.1549 -4.1519 -0.01 -0.01 0.00 0.02
H -3.9286 -5.1647 -3.0076 0.02 -0.01 0.00 0.02
H -3.9364 -3.4587 -2.5643 0.00 0.00 -0.01 0.01
H -4.0790 -4.7067 -1.3107 0.00 0.01 0.00 0.02
H -1.2054 -6.9894 -1.9144 -0.01 0.00 0.00 0.02
H -1.5513 -6.3202 -0.3164 0.00 0.00 0.00 0.02
H 0.0390 -6.0787 -1.0518 0.00 0.00 -0.01 0.01
H -0.0118 -2.8994 -0.9279 0.03 -0.03 0.00 -0.01
H -1.3603 -3.1946 0.1558 0.02 -0.01 0.02 0.03
H -4.0477 -2.0723 -0.4521 0.01 -0.01 0.01 0.02
H -3.8276 -0.3208 -0.2249 -0.01 0.00 -0.01 0.00
H -2.9891 -1.4686 0.8563 -0.01 0.00 0.01 0.03
```
Forces are in eV/Å.